[1]
{
  "formula": "C30H60I2O17S7",
  "method": "the ωB97M-V functional and the def2-TZVPD basis",
  "orbital_gap_ha": 0.3295,
  "e_homo_ev": -9.374,
  "energy_ha": -5840.5058,
  "largest_force_ev_per_a": 6.29,
  "total_charge": 0,
  "multiplicity": 1,
  "species": ["I", "I", "S", "S", "S", "S", "S", "S", "S", "O", "O", "O", "O", "O", "O", "O", "O", "O", "O", "O", "O", "O", "O", "O", "O", "O", "C", "C", "C", "C", "C", "C", "C", "C", "C", "C", "C", "C", "C", "C", "C", "C", "C", "C", "C", "C", "C", "C", "C", "C", "C", "C", "C", "C", "C", "C", "H", "H", "H", "H", "H", "H", "H", "H", "H", "H", "H", "H", "H", "H", "H", "H", "H", "H", "H", "H", "H", "H", "H", "H", "H", "H", "H", "H", "H", "H", "H", "H", "H", "H", "H", "H", "H", "H", "H", "H", "H", "H", "H", "H", "H", "H", "H", "H", "H", "H", "H", "H", "H", "H", "H", "H", "H", "H", "H", "H"],
  "xyz": [[-3.529608, -1.847350, -3.416713], [-4.507881, 1.654005, 0.351525], [-1.216282, 11.731792, 7.844863], [-1.305641, 1.895323, -2.120276], [8.045758, -5.827768, 0.465520], [-1.478982, 7.002543, 3.215465], [4.161304, -3.470789, -2.758081], [-7.935460, -0.791551, -5.633323], [2.701012, -6.775109, 2.101280], [7.887523, -4.467481, 0.935323], [0.708774, 0.797921, -1.098785], [-8.580900, -1.772897, -6.479787], [3.307358, -4.619122, -2.538446], [-7.082779, -1.166017, -4.522845], [-0.212171, -1.266949, -2.443865], [-1.388392, 8.415437, 2.912714], [-0.916340, 11.199442, 9.159051], [2.720293, -7.522356, 3.341194], [3.648242, -2.115515, -2.779368], [3.910887, -6.451243, 1.372057], [-1.733839, 3.347311, -1.672034], [8.797651, -6.152837, -0.730071], [-2.151139, 0.724345, -1.212731], [-1.125692, 13.144686, 7.542112], [-1.179040, 6.470193, 4.529654], [0.387922, 1.845057, -1.804338], [1.748183, -5.284615, 2.350679], [-2.900367, 6.010529, 1.259864], [-9.170220, 0.366285, -5.061970], [-2.823664, 11.148778, 7.342834], [-7.053667, 0.357160, -6.671840], [-2.637667, 10.739779, 5.889261], [5.129430, -3.756062, -4.232195], [6.583851, -3.856488, -3.775420], [-8.812602, 1.714523, -5.685215], [-0.285595, 10.826708, 6.617547], [6.421730, -7.703309, 1.412809], [-3.600706, 0.751943, -1.477154], [1.363678, -2.384898, -0.698150], [1.552248, -7.559344, 0.987310], [6.578279, -4.370409, -2.336513], [-3.086364, 6.419529, 2.713436], [8.652291, -6.823529, 1.813183], [5.521892, -3.551223, -1.610063], [-1.303017, 9.997894, 5.835249], [7.394172, -7.303402, 2.521426], [1.815548, 0.053437, -1.786795], [6.431594, -6.587316, 0.369482], [-5.900868, -0.543071, -1.904355], [-4.271728, -0.754366, -1.617923], [-0.548296, 6.097459, 1.988149], [-1.565717, 5.268645, 1.205851], [-8.078676, 1.433853, -6.995626], [0.511123, -5.414850, 1.463666], [1.201148, -1.468383, -2.085273], [0.215633, -6.905482, 1.304601], [0.220330, 11.551257, 5.973545], [5.412429, -7.871807, 1.801163], [1.987865, -1.691175, 0.042700], [-2.854316, 6.901232, 0.621924], [9.305177, -6.228014, 2.453561], [-8.788509, 1.063602, -7.744953], [-4.062807, -1.363851, -0.637575], [-7.603164, 2.334120, -7.395671], [1.950428, -3.354497, -1.007007], [-8.151646, 2.269924, -5.008752], [-3.075988, 10.285384, 7.965673], [-6.510654, -0.281441, -0.940130], [0.715244, -4.976441, 0.479253], [-10.147954, 0.014633, -5.402626], [7.560145, -4.268664, -1.865116], [7.049605, -2.863991, -3.806398], [5.683211, -5.822476, 0.594455], [-3.814770, 1.407059, -2.432348], [-0.819942, -1.520552, -1.683218], [-3.828391, 7.208691, 2.846113], [0.315995, -2.698414, -0.242842], [-9.706704, 2.325238, -5.844920], [1.869133, -7.331862, -0.034885], [1.714357, -1.993412, -3.007359], [-6.223517, 0.766442, -6.088414], [0.189271, 5.463242, 2.486429], [-1.234232, 5.106541, 0.175444], [-0.520020, -7.091873, 0.516756], [6.304448, -5.432155, -2.324212], [7.606296, -8.137913, 3.196127], [-9.149749, 0.409764, -3.970086], [-3.726897, 5.385558, 0.909311], [-5.973678, 0.246071, -2.766253], [-0.971531, 9.835790, 4.804842], [5.869881, -2.529427, -1.431504], [2.352154, -4.416815, 2.073801], [6.273400, -6.977968, -0.638924], [2.764376, 0.009542, -1.085892], [6.963157, -6.488352, 3.115024], [4.787347, -4.689817, -4.686894], [-6.294188, -1.575974, -2.327067], [0.451971, 10.192491, 7.115827], [-0.184603, -7.305333, 2.243947], [-3.565690, 11.937940, 7.475511], [-6.674263, -0.155103, -7.557629], [9.207841, -7.663277, 1.385124], [-0.340337, -4.876975, 1.892158], [1.551860, -8.638534, 1.149579], [-1.677030, 4.283182, 1.674262], [5.194400, -4.006041, -0.673649], [7.161031, -4.510503, -4.436499], [-2.591615, 11.630481, 5.251322], [-0.042370, 6.822007, 1.344147], [-1.414330, 9.012431, 6.303659], [4.982978, -2.926921, -4.929041], [-3.464196, 10.114807, 5.538709], [2.057384, 0.524159, -2.855844], [6.757958, -8.640772, 0.953408], [-3.338688, 5.556134, 3.336275], [1.477883, -5.228221, 3.408709]],
  "forces_ev_per_angstrom": [[-0.1, 0.8, 1.2], [0.4, -0.2, -0.9], [0.1, -0.1, 0.4], [-2.5, 5.0, -0.7], [0.1, -0.5, 0.0], [0.0, -0.3, 0.2], [0.7, 0.0, 0.1], [0.2, -0.3, 0.0], [-0.4, 0.0, 0.0], [0.2, -0.1, -0.4], [3.6, -4.7, 2.1], [0.3, 0.2, 0.4], [-0.2, 0.4, 0.0], [-0.5, -0.2, -0.6], [0.4, -0.8, 1.4], [0.0, -0.2, 0.3], [0.0, 0.5, -0.3], [0.4, 0.2, -0.4], [0.5, -0.5, -0.1], [-0.7, 0.0, 0.5], [1.7, -5.4, -0.9], [0.0, 0.5, 0.2], [-0.2, 0.4, 0.0], [0.0, -0.3, 0.3], [0.0, 0.6, -0.2], [-2.9, 3.6, -1.5], [-0.2, 0.6, 0.2], [-0.1, 0.0, -0.3], [-0.5, 0.4, 0.3], [-0.6, -0.1, -0.2], [0.3, 0.3, -0.4], [0.0, 0.1, -0.2], [0.2, -0.1, -0.7], [0.3, 0.1, -0.1], [0.0, 0.4, 0.1], [0.4, -0.3, -0.4], [-0.1, -0.5, 0.1], [0.2, -0.7, -0.9], [0.4, 0.5, -0.9], [-0.3, -0.3, -0.4], [0.2, -0.1, 0.0], [-0.5, -0.1, -0.1], [0.3, -0.2, 0.5], [0.3, 0.0, 0.3], [0.0, -0.3, -0.2], [-0.1, 0.0, 0.2], [0.0, -1.4, -1.3], [-0.4, -0.1, -0.2], [0.7, -1.1, -0.3], [-1.0, 1.5, 0.9], [0.5, -0.3, -0.4], [0.0, -0.3, -0.3], [-0.1, 0.1, -0.2], [-0.2, 0.2, -0.3], [-0.6, 0.0, 0.8], [-0.3, 0.0, 0.1], [-0.1, 0.0, 0.2], [0.5, 0.1, -0.2], [-1.4, -2.0, -1.3], [-0.1, -0.1, 0.1], [0.0, 0.0, -0.2], [0.1, 0.0, 0.1], [-0.3, 1.1, -2.1], [-0.1, -0.2, 0.0], [-1.1, 1.9, 1.0], [-0.1, -0.1, -0.1], [0.1, 0.1, 0.0], [1.4, -0.2, -1.9], [0.0, -0.1, 0.2], [0.2, -0.1, 0.0], [-0.2, -0.1, -0.1], [-0.1, -0.1, 0.0], [0.4, -0.2, -0.1], [0.2, -1.2, 2.0], [1.4, 0.6, -1.4], [0.2, 0.0, 0.1], [2.2, 0.8, -0.9], [0.1, -0.1, 0.1], [0.0, 0.0, 0.1], [-1.4, 1.5, 2.2], [-0.1, -0.1, 0.0], [-0.1, 0.3, 0.0], [-0.1, -0.1, 0.2], [0.1, 0.0, 0.1], [0.1, 0.2, 0.0], [0.0, 0.1, -0.1], [0.0, -0.2, -0.2], [0.1, 0.1, 0.0], [-0.1, -1.5, 1.8], [-0.1, 0.0, 0.3], [-0.1, -0.1, 0.0], [0.1, -0.2, 0.1], [0.1, 0.2, 0.1], [-2.0, 0.3, -1.5], [0.1, -0.1, -0.1], [-0.1, 0.2, 0.2], [0.8, 2.4, 0.9], [-0.1, 0.3, 0.0], [0.1, 0.0, -0.1], [0.2, 0.0, 0.1], [0.0, -0.1, 0.2], [-0.1, 0.2, 0.0], [0.2, -0.1, -0.1], [0.2, 0.1, 0.1], [0.0, 0.1, -0.1], [-0.1, 0.1, -0.1], [-0.1, 0.1, 0.1], [-0.1, -0.1, 0.1], [-0.1, 0.0, 0.2], [0.0, 0.1, -0.1], [-0.2, -0.2, 0.2], [0.1, 0.1, 0.0], [-0.6, -0.6, 2.6], [0.0, 0.1, 0.0], [0.1, 0.1, 0.0], [0.2, -0.1, -0.1]],
  "lowdin_charge": [0.819, 0.798, 0.669, 1.081, 0.667, 0.671, 0.689, 0.672, 0.699, -0.321, -0.233, -0.315, -0.323, -0.373, -0.179, -0.331, -0.335, -0.310, -0.349, -0.350, -0.464, -0.336, -0.495, -0.328, -0.332, -0.320, -0.214, -0.222, -0.224, -0.240, -0.232, -0.223, -0.218, -0.206, -0.221, -0.224, -0.217, -0.757, -0.046, -0.225, -0.229, -0.236, -0.235, -0.215, -0.225, -0.214, -0.072, -0.243, -0.237, -0.724, -0.222, -0.220, -0.226, -0.220, -0.314, -0.219, 0.107, 0.088, 0.098, 0.123, 0.110, 0.123, 0.098, 0.119, 0.056, 0.118, 0.109, 0.054, 0.095, 0.109, 0.101, 0.123, 0.068, 0.111, 0.063, 0.109, 0.089, 0.117, 0.113, 0.131, 0.109, 0.107, 0.101, 0.121, 0.113, 0.119, 0.106, 0.107, 0.076, 0.092, 0.120, 0.104, 0.106, 0.137, 0.125, 0.109, 0.061, 0.106, 0.123, 0.108, 0.112, 0.110, 0.121, 0.112, 0.119, 0.098, 0.122, 0.122, 0.109, 0.119, 0.107, 0.116, 0.160, 0.123, 0.110, 0.110]
}


[2]
{
  "formula": "C30H60O21",
  "method": "the ωB97M-V functional and the def2-TZVPD basis",
  "orbital_gap_ha": 0.3719,
  "e_homo_ev": -9.613,
  "energy_ha": -2759.1140,
  "smiles": "COC(=O)OC.COC(=O)OC.COC(=O)OC.COC(=O)OC.COC(=O)OC.COC(=O)OC.C1CCOC1.C1CCOC1.C1CCOC1",
  "e_above_lowest_kj_mol": 0.0,
  "largest_force_ev_per_a": 1.67,
  "total_charge": 0,
  "multiplicity": 1,
  "species": ["O", "O", "O", "O", "O", "O", "O", "O", "O", "O", "O", "O", "O", "O", "O", "O", "O", "O", "O", "O", "O", "C", "C", "C", "C", "C", "C", "C", "C", "C", "C", "C", "C", "C", "C", "C", "C", "C", "C", "C", "C", "C", "C", "C", "C", "C", "C", "C", "C", "C", "C", "H", "H", "H", "H", "H", "H", "H", "H", "H", "H", "H", "H", "H", "H", "H", "H", "H", "H", "H", "H", "H", "H", "H", "H", "H", "H", "H", "H", "H", "H", "H", "H", "H", "H", "H", "H", "H", "H", "H", "H", "H", "H", "H", "H", "H", "H", "H", "H", "H", "H", "H", "H", "H", "H", "H", "H", "H", "H", "H", "H"],
  "xyz": [[-3.978072, 2.404838, -3.319362], [-3.173253, -0.574561, 3.514019], [2.381329, 2.134136, 2.860372], [1.237870, -5.059015, -0.538744], [-1.456864, -1.066312, 2.126106], [-0.179896, -5.428389, -2.109768], [0.864492, -2.504547, 4.224319], [0.869499, 3.807915, 3.056766], [-6.276703, -2.576501, 0.779869], [-4.541048, -1.303993, 0.288866], [-0.145837, 1.476503, -1.039769], [0.711025, 2.119638, 4.364167], [-4.237068, 3.917742, -4.984324], [-5.948635, 2.736475, -4.120050], [4.486728, 0.005995, -0.020489], [2.315828, -3.890436, 5.250327], [-5.549901, -2.537175, -1.317348], [0.163394, 2.964207, -4.759002], [-1.654417, 0.942263, 2.796531], [-0.655719, -3.825287, -0.602970], [3.081700, -2.515360, 3.778356], [1.576891, 1.185747, -4.614284], [-5.459329, -2.163937, -0.182040], [-4.665509, 3.103787, -4.212454], [-6.884534, 3.610955, -4.708309], [-2.196584, -0.269338, 2.876901], [-6.067368, -2.150619, 2.128677], [6.247295, 0.667403, -1.481230], [1.247642, 0.286335, 0.432743], [1.020272, -0.554788, -0.809502], [4.973526, 1.256739, 0.443460], [-1.340639, -5.046622, -2.854358], [2.152316, 2.238606, -3.664434], [0.810951, 1.691882, -0.002922], [0.074618, -4.679251, -1.041447], [1.979027, -2.920149, 4.399139], [0.914668, 0.784269, 4.790663], [1.421246, 2.643833, 3.388311], [1.626839, -4.457332, 0.697427], [1.622253, 4.612592, 2.148535], [-3.551399, -0.846812, -0.634666], [-1.792107, -2.439182, 2.079927], [4.989436, -0.206108, -1.347755], [-2.546575, 2.616301, -3.303069], [-0.241427, 0.107650, -1.376061], [0.850885, 2.076133, -5.621912], [2.885540, -1.669510, 2.648677], [6.385041, 1.362021, -0.111286], [-2.352994, 2.011624, 3.430030], [1.347538, -4.217362, 6.243178], [1.137279, 3.398008, -3.811611], [-2.448308, -2.601873, 1.221531], [-1.243142, -4.032203, -3.238292], [2.637522, 4.808276, 2.485782], [4.211840, 0.152897, -2.031671], [-3.338273, 2.149371, 2.987299], [-0.243613, -0.075129, -2.450523], [1.637946, 4.141460, 1.167233], [7.131518, 0.077221, -1.725204], [1.640275, 4.302185, -4.172839], [-2.233969, -2.874996, 2.970477], [1.488314, -5.260428, 6.507486], [-1.769900, 2.921905, 3.339835], [0.789842, 0.609027, -4.128496], [-5.186900, -2.628728, 2.556989], [1.675546, 0.692281, 5.564710], [-1.374098, -5.719906, -3.706881], [7.070616, 0.801699, 0.520479], [-0.912714, -3.011050, 1.798661], [-0.050011, 0.388442, 5.088718], [6.705936, 2.393389, -0.239459], [1.539929, 2.603266, -6.295140], [1.747421, 2.169830, -0.321992], [1.513423, -3.577784, 7.110967], [2.272571, 0.140978, 0.767000], [2.901093, -0.621079, 2.935562], [-6.936321, -2.487688, 2.688790], [-2.450225, 1.789788, 4.494006], [-2.785597, -1.617090, -0.734562], [5.163437, -1.270649, -1.473159], [-6.590926, 3.915207, -5.713410], [-2.274698, 3.572017, -3.740146], [-5.979346, -1.071067, 2.204654], [6.147214, 1.402890, -2.279849], [1.986017, -1.941229, 2.101632], [0.637216, -0.031440, 1.284048], [-7.001326, 4.521090, -4.113146], [1.786371, -3.394957, 0.500506], [-7.833011, 3.083730, -4.733754], [0.111875, 1.553451, -6.228091], [1.852998, -0.405405, -1.502705], [-2.187073, 2.557997, -2.281270], [4.947865, 1.283194, 1.532800], [3.695837, -1.818484, 1.933991], [0.771962, -4.467825, 1.378227], [0.832507, -1.606932, -0.602367], [0.327258, -4.081111, 5.891220], [-2.240282, -5.154659, -2.254827], [0.609602, 3.648182, -2.892455], [-2.128140, 1.825945, -3.921809], [-1.077025, -0.379355, -0.875091], [0.333744, 2.243858, 0.802422], [-3.155545, 0.087003, -0.250692], [4.295726, 2.047683, 0.089796], [2.482452, -4.958252, 1.125040], [-3.975994, -0.690082, -1.626158], [2.207954, 1.853053, -2.646042], [2.304379, 0.507176, -5.061649], [1.254980, 0.185029, 3.945967], [1.078634, 5.551642, 2.088306], [3.145313, 2.537280, -4.000662]],
  "forces_ev_per_angstrom": [[0.2, 0.2, 0.3], [0.1, 0.1, -0.1], [0.0, 0.2, 0.1], [0.6, -0.6, 0.1], [0.5, -0.1, 0.1], [0.2, 0.1, -0.1], [-0.2, 0.2, -0.1], [0.2, 0.2, 0.3], [-0.3, -0.1, 0.0], [-0.1, 0.1, 0.1], [0.0, 0.7, -0.5], [-0.8, 0.6, 0.7], [0.1, 0.2, 0.0], [0.2, -0.3, 0.5], [0.3, -0.5, 0.2], [0.2, 0.1, 0.0], [0.0, 0.0, 0.0], [0.2, 0.4, -0.2], [0.3, 0.5, -0.4], [0.1, 0.2, 0.1], [0.1, -0.4, -0.1], [-0.1, 0.1, -0.6], [0.3, 0.1, 0.0], [-0.1, -0.1, -0.1], [-0.4, 0.6, -0.4], [-0.4, 0.0, 0.3], [0.0, -0.1, 0.3], [0.4, -0.1, -0.1], [-0.1, -0.5, 1.0], [-0.6, 0.6, 0.0], [-0.2, 0.1, 0.1], [0.0, -0.1, -0.3], [-0.3, -0.3, 0.1], [0.8, -1.3, 0.3], [-0.4, -0.2, -0.1], [0.1, -0.1, 0.1], [0.5, -0.8, -1.0], [0.4, -0.8, -0.4], [-1.3, 1.1, -0.1], [-0.2, 0.2, -0.4], [-0.2, -0.3, -0.5], [-0.3, -1.1, -1.1], [-0.4, 0.8, 0.3], [-0.2, -0.2, -0.5], [1.1, -1.2, 0.4], [-0.2, -0.4, 0.1], [0.2, 0.2, -0.8], [-0.4, -0.1, -0.6], [-0.3, -0.1, 0.6], [-0.3, 0.0, 0.2], [0.1, 0.1, 0.1], [-0.3, 0.1, 0.3], [0.0, 0.1, 0.2], [0.0, -0.2, 0.2], [0.1, -0.3, -0.2], [0.0, -0.1, 0.0], [-0.6, 0.5, -0.1], [0.1, 0.0, 0.0], [0.0, 0.0, 0.1], [0.0, 0.0, -0.1], [0.0, 0.5, 0.3], [0.2, 0.0, 0.0], [0.2, -0.2, -0.3], [0.2, -0.1, 0.1], [0.1, 0.1, -0.1], [-0.2, 0.3, 0.2], [0.0, -0.1, 0.1], [0.1, 0.2, 0.1], [0.3, 0.3, 0.3], [0.0, 0.1, 0.3], [0.2, 0.0, 0.2], [0.0, 0.1, 0.1], [-0.5, 0.6, -0.5], [0.0, -0.1, 0.0], [0.1, 0.7, -0.1], [-0.2, 0.0, 0.1], [-0.1, 0.0, -0.1], [-0.2, 0.0, 0.0], [0.1, 0.1, 0.1], [0.0, 0.0, -0.1], [0.0, -0.2, 0.0], [-0.1, 0.0, 0.0], [0.1, 0.0, 0.0], [-0.2, 0.0, 0.0], [-0.3, 0.3, 0.4], [-0.2, -0.2, -0.3], [0.1, -0.1, 0.1], [0.5, -0.1, 0.1], [0.0, -0.1, 0.0], [0.0, 0.0, 0.0], [0.1, -0.3, 0.0], [-0.2, -0.2, 0.1], [-0.1, -0.2, 0.0], [0.3, -0.1, 0.4], [0.2, -0.3, 0.2], [0.2, -0.1, -0.1], [0.1, 0.1, -0.2], [0.0, 0.1, 0.0], [0.0, -0.1, 0.1], [0.3, 0.0, 0.1], [-0.3, 0.3, -0.2], [0.0, 0.2, 0.0], [0.1, -0.1, 0.2], [0.2, 0.1, -0.1], [0.1, -0.2, -0.3], [-0.1, 0.1, 0.1], [0.1, 0.2, 0.0], [0.1, 0.1, 0.1], [-0.1, 0.0, 0.0], [0.0, 0.0, 0.0], [0.0, 0.0, 0.1]],
  "lowdin_charge": [0.006, 0.130, 0.119, 0.020, 0.000, 0.010, 0.118, -0.002, 0.013, -0.037, -0.130, 0.006, 0.124, -0.002, -0.179, 0.007, 0.137, -0.157, -0.017, 0.109, 0.025, -0.157, -0.609, -0.620, -0.059, -0.619, -0.035, -0.153, -0.165, -0.127, -0.213, -0.029, -0.150, -0.170, -0.617, -0.611, -0.019, -0.620, -0.019, -0.029, -0.031, -0.034, -0.176, -0.015, -0.192, -0.206, -0.041, -0.150, -0.027, -0.035, -0.180, 0.079, 0.098, 0.100, 0.100, 0.101, 0.107, 0.078, 0.105, 0.115, 0.104, 0.093, 0.085, 0.091, 0.090, 0.107, 0.094, 0.112, 0.063, 0.099, 0.110, 0.123, 0.105, 0.099, 0.077, 0.081, 0.094, 0.101, 0.082, 0.119, 0.093, 0.087, 0.094, 0.103, 0.073, 0.098, 0.099, 0.075, 0.092, 0.123, 0.103, 0.083, 0.119, 0.098, 0.090, 0.095, 0.090, 0.099, 0.113, 0.093, 0.086, 0.107, 0.097, 0.119, 0.104, 0.103, 0.078, 0.113, 0.065, 0.097, 0.107]
}